[1]
Density functional theory data (ωB97M-V/def2-TZVPD) for a structure of composition C33H23IIrN7O6S.

The value obtained for the gap between HOMO and LUMO (alpha / beta) is 7.0 / 5.5 eV. The calculated total energy comes out at -79083.3898 eV. For the LUMO energy (alpha / beta), the calculation gives -0.035 / -0.088 Ha. Its spin multiplicity is 5. As for the energy above the lowest of the compared OMol25 structures with the same formula, charge and spin: 0.0 kJ/mol.

Geometry (Å):
Ir (0.841, 0.072, -0.794)
O (2.278, 7.019, -1.199)
C (3.155, 6.144, -1.250)
O (4.389, 6.186, -1.367)
C (2.585, 4.694, -1.222)
C (1.221, 4.473, -1.112)
C (0.739, 3.181, -1.130)
N (1.555, 2.123, -1.238)
C (2.883, 2.328, -1.317)
C (3.423, 3.594, -1.325)
C (3.696, 1.100, -1.463)
C (5.079, 1.091, -1.386)
C (5.746, -0.102, -1.595)
C (5.020, -1.244, -1.897)
C (3.644, -1.159, -1.930)
N (2.995, -0.014, -1.700)
C (-0.697, 2.860, -1.001)
C (-1.682, 3.820, -1.175)
C (-3.002, 3.466, -0.978)
C (-3.297, 2.169, -0.596)
C (-2.264, 1.263, -0.460)
N (-0.986, 1.592, -0.684)
H (0.581, 5.337, -1.003)
H (4.484, 3.781, -1.422)
H (5.619, 1.997, -1.159)
H (6.825, -0.138, -1.529)
H (5.503, -2.191, -2.091)
H (3.031, -2.018, -2.150)
H (-1.413, 4.824, -1.466)
H (-3.787, 4.198, -1.114)
H (-4.311, 1.849, -0.403)
H (-2.448, 0.255, -0.130)
N (-4.176, -0.426, 4.102)
C (-2.877, -0.210, 3.694)
C (-2.516, 0.986, 3.069)
C (-1.205, 1.215, 2.696)
C (-0.232, 0.252, 2.939)
C (-0.577, -0.934, 3.584)
C (-1.886, -1.165, 3.947)
S (1.424, 0.573, 2.455)
O (1.450, 1.896, 1.899)
O (2.315, 0.200, 3.508)
N (1.707, -0.387, 1.150)
C (1.685, -1.762, 1.149)
N (1.730, -2.519, 2.237)
C (1.666, -3.830, 2.026)
C (1.547, -4.401, 0.766)
C (1.499, -3.521, -0.297)
N (1.583, -2.211, -0.113)
H (-4.900, 0.162, 3.732)
H (-4.455, -1.361, 4.341)
H (-3.270, 1.743, 2.887)
H (-0.924, 2.144, 2.219)
H (0.188, -1.666, 3.803)
H (-2.151, -2.087, 4.451)
H (1.701, -4.454, 2.911)
H (1.493, -5.469, 0.624)
H (1.386, -3.864, -1.321)
I (-6.234, -5.228, -2.340)
C (-4.573, -4.030, -1.979)
C (-4.026, -3.989, -0.703)
C (-2.926, -3.180, -0.463)
C (-2.372, -2.434, -1.497)
C (-2.922, -2.489, -2.772)
C (-4.031, -3.283, -3.017)
C (-1.206, -1.554, -1.228)
O (-0.909, -1.255, -0.040)
O (-0.525, -1.084, -2.183)
H (-4.456, -4.579, 0.094)
H (-2.491, -3.117, 0.526)
H (-2.474, -1.907, -3.567)
H (-4.466, -3.325, -4.005)

Cartesian forces, eV/Å:
0.29 0.19 -0.08
0.05 -0.04 0.10
-0.03 -0.01 -0.28
-0.04 0.00 0.10
-0.01 0.10 0.10
0.04 0.02 -0.03
-0.07 -0.18 -0.01
0.16 0.15 0.13
-0.08 -0.19 -0.07
0.03 0.03 0.01
-0.19 0.11 -0.02
0.09 -0.04 -0.04
0.02 0.01 0.00
0.06 -0.01 -0.02
-0.11 0.17 -0.07
0.09 -0.26 0.10
0.17 -0.09 0.04
-0.08 0.06 0.02
-0.02 0.04 -0.02
-0.05 -0.02 0.01
0.21 0.10 -0.04
-0.20 0.06 0.06
0.05 0.03 -0.02
-0.02 0.05 0.02
0.00 0.01 0.00
0.00 0.00 -0.01
0.02 0.01 0.00
-0.02 -0.01 0.02
0.01 0.00 0.01
-0.01 0.00 0.01
-0.01 0.01 0.00
-0.02 -0.06 -0.01
0.02 0.02 0.06
-0.09 -0.03 -0.02
0.03 0.04 -0.03
0.02 -0.12 -0.05
-0.20 0.03 0.13
0.07 0.07 0.02
0.01 -0.03 0.00
0.03 -0.13 0.04
0.05 0.18 -0.01
0.03 0.01 0.09
-0.49 -0.43 -0.31
0.20 0.79 0.12
0.06 -0.34 -0.03
0.00 0.07 0.04
0.02 -0.02 0.06
0.01 0.09 -0.09
0.00 -0.33 -0.13
0.01 -0.01 -0.02
0.01 0.01 -0.03
0.00 0.01 0.01
0.02 0.02 0.00
-0.01 0.06 0.02
0.00 0.01 0.01
0.01 0.00 0.02
-0.01 -0.01 0.01
-0.01 0.00 -0.01
-0.08 -0.06 -0.02
0.08 0.06 0.03
0.03 0.04 -0.05
-0.07 0.00 0.02
0.02 0.01 0.00
0.00 -0.06 -0.05
0.03 -0.01 0.05
-0.10 -0.14 0.03
-0.17 -0.08 0.10
0.12 0.05 0.00
0.00 0.00 0.01
0.01 0.00 0.00
-0.01 0.01 0.00
0.00 0.00 -0.01

=====

[2]
Density functional theory data (ωB97M-V/def2-TZVPD) for a structure of composition C33H23N6O9S2Sc.

The value obtained for the gap between HOMO and LUMO is 6.2 eV. The calculated total energy comes out at -104343.4576 eV. For the LUMO energy, the calculation gives 0.159 Ha. As for the charge: -2. Its spin multiplicity is 1. As for the energy above the lowest of the compared OMol25 structures with the same formula, charge and spin: 65.0 kJ/mol.

Geometry (Å):
Sc (-0.297, -0.013, 0.351)
O (-3.980, 2.511, 1.138)
C (-2.872, 1.940, 1.144)
N (-2.469, 0.804, 0.630)
C (-3.355, -0.143, 0.093)
C (-4.486, 0.102, -0.671)
C (-5.228, -0.963, -1.178)
C (-4.844, -2.268, -0.909)
C (-3.716, -2.524, -0.130)
C (-2.965, -1.469, 0.365)
N (-1.768, -1.563, 1.104)
C (-1.577, -2.524, 1.991)
O (-2.294, -3.495, 2.288)
C (-0.283, -2.350, 2.769)
C (0.209, -3.414, 3.514)
C (1.397, -3.256, 4.195)
C (2.055, -2.036, 4.120)
C (1.485, -1.030, 3.362)
N (0.331, -1.170, 2.708)
C (-1.756, 2.596, 1.952)
C (-1.946, 3.859, 2.498)
C (-0.929, 4.422, 3.244)
C (0.251, 3.710, 3.426)
C (0.351, 2.455, 2.849)
N (-0.631, 1.904, 2.136)
H (-4.779, 1.128, -0.852)
H (-6.106, -0.765, -1.783)
H (-5.421, -3.098, -1.304)
H (-3.411, -3.535, 0.102)
H (-0.351, -4.338, 3.506)
H (1.823, -4.080, 4.757)
H (3.002, -1.866, 4.616)
H (1.987, -0.078, 3.246)
H (-2.891, 4.348, 2.306)
H (-1.044, 5.411, 3.673)
H (1.082, 4.112, 3.991)
H (1.259, 1.873, 2.932)
O (-0.977, -0.302, -1.485)
C (-0.949, 0.029, -2.730)
C (-1.092, -0.950, -3.734)
C (-1.143, -0.597, -5.064)
C (-1.040, 0.743, -5.456)
C (-0.866, 1.703, -4.476)
C (-0.810, 1.375, -3.120)
C (-0.536, 2.409, -2.110)
N (-0.261, 2.268, -0.825)
C (0.076, 3.522, -0.363)
C (-0.015, 4.435, -1.361)
N (-0.423, 3.717, -2.463)
H (-1.153, -1.981, -3.407)
H (-1.258, -1.370, -5.816)
H (-1.079, 1.025, -6.500)
H (-0.758, 2.736, -4.792)
H (0.392, 3.688, 0.652)
H (0.154, 5.496, -1.391)
H (-0.581, 4.076, -3.383)
O (1.882, 0.626, -1.553)
S (2.660, 0.672, -0.337)
O (3.579, 1.773, -0.179)
O (1.773, 0.557, 0.862)
C (3.723, -0.797, -0.435)
C (5.082, -0.488, -0.547)
C (6.027, -1.462, -0.816)
C (5.627, -2.776, -0.996)
C (4.290, -3.102, -0.878)
C (3.325, -2.136, -0.586)
S (1.690, -2.854, -0.382)
O (1.351, -3.425, -1.659)
O (1.851, -3.781, 0.712)
O (0.861, -1.704, -0.008)
H (5.376, 0.544, -0.429)
H (7.073, -1.188, -0.896)
H (6.354, -3.548, -1.223)
H (3.962, -4.126, -1.000)

Cartesian forces, eV/Å:
-1.16 0.62 0.87
0.02 -0.04 -0.04
0.01 0.17 0.18
-0.03 -0.15 -0.23
0.06 0.16 0.08
-0.07 0.10 0.03
0.04 0.01 0.04
0.05 0.02 0.04
-0.07 -0.05 0.01
0.20 -0.09 0.21
-0.13 -0.05 -0.33
0.05 -0.16 0.09
-0.03 0.05 -0.03
-0.17 0.13 -0.03
0.00 -0.03 0.04
0.05 -0.03 0.02
-0.03 0.00 0.01
-0.09 -0.02 -0.01
0.27 -0.03 -0.25
-0.10 -0.17 -0.04
0.02 0.02 0.06
0.00 0.07 0.02
-0.06 -0.01 0.01
-0.05 -0.09 0.01
0.30 -0.01 -0.28
0.00 -0.01 -0.02
0.00 -0.01 0.00
0.00 0.00 0.00
-0.01 0.00 -0.02
0.00 0.00 0.00
0.00 0.01 0.01
0.00 -0.02 0.01
0.01 -0.01 -0.02
0.01 0.01 0.01
0.00 0.00 0.00
-0.02 0.02 0.01
0.00 0.02 -0.03
0.11 -0.29 -0.32
-0.12 -0.04 0.47
-0.04 0.00 -0.19
0.02 -0.02 0.02
-0.02 -0.04 0.12
0.00 0.01 -0.04
0.08 0.41 0.01
-0.05 -0.25 -0.19
0.11 0.03 0.09
0.02 -0.13 -0.02
-0.09 -0.03 -0.04
0.07 0.10 0.02
-0.01 0.01 -0.01
0.00 0.00 0.00
0.00 -0.01 -0.01
0.01 -0.01 -0.03
-0.01 0.00 -0.02
0.00 -0.01 0.00
0.01 0.04 -0.02
0.25 -0.01 -0.14
-0.39 -0.33 0.35
0.15 0.23 -0.05
0.35 0.28 -0.28
0.07 -0.12 -0.05
-0.07 -0.09 0.05
0.04 0.05 0.01
0.06 -0.07 -0.03
-0.08 0.10 0.08
0.28 0.05 0.00
-0.08 0.82 0.07
0.02 -0.14 -0.13
0.06 -0.29 0.11
0.19 -0.68 -0.26
-0.02 0.00 -0.01
-0.01 0.00 0.00
-0.01 0.01 0.00
-0.01 0.02 0.02

=====

[3]
Density functional theory data (ωB97M-V/def2-TZVPD) for a structure of composition C33H24BrCl5CrN5O4SSe.

The value obtained for the gap between HOMO and LUMO (alpha / beta) is 4.8 / 5.5 eV. The calculated total energy comes out at -287511.5812 eV. For the LUMO energy (alpha / beta), the calculation gives 0.066 / 0.067 Ha. As for the charge: -1. Its spin multiplicity is 5. As for the energy above the lowest of the compared OMol25 structures with the same formula, charge and spin: 46.8 kJ/mol.

Geometry (Å):
Cr (0.869, 0.813, 0.580)
Cl (-0.745, -0.070, 4.222)
C (0.942, 0.233, 3.898)
C (1.393, 0.358, 2.592)
C (2.767, 0.498, 2.488)
Cl (3.353, 0.608, 0.825)
C (3.668, 0.566, 3.535)
Cl (5.357, 0.738, 3.247)
C (3.157, 0.486, 4.826)
Cl (4.218, 0.585, 6.179)
C (1.787, 0.313, 5.006)
Cl (1.158, 0.205, 6.608)
Br (-4.107, -5.316, 0.584)
C (-4.417, -3.719, -0.420)
C (-5.524, -2.932, -0.140)
C (-5.739, -1.782, -0.867)
C (-4.851, -1.356, -1.879)
C (-3.728, -2.182, -2.127)
C (-3.531, -3.352, -1.422)
N (-5.196, -0.239, -2.591)
N (-4.277, 0.352, -3.355)
C (-3.040, 0.585, -2.818)
C (-1.943, 0.696, -3.674)
C (-0.629, 0.814, -3.214)
C (-0.347, 0.854, -1.867)
O (0.882, 0.928, -1.340)
C (-1.437, 0.851, -0.979)
N (-1.108, 0.984, 0.342)
C (-2.048, 1.242, 1.223)
C (-3.395, 1.302, 0.867)
C (-3.756, 1.052, -0.436)
C (-2.778, 0.793, -1.409)
H (-6.218, -3.227, 0.636)
H (-6.607, -1.167, -0.668)
H (-3.029, -1.913, -2.904)
H (-2.687, -3.986, -1.659)
H (-2.141, 0.615, -4.735)
H (0.195, 0.857, -3.916)
H (-1.726, 1.416, 2.241)
H (-4.134, 1.540, 1.619)
H (-4.794, 1.093, -0.735)
C (5.396, 3.337, -3.805)
C (4.278, 3.479, -2.808)
C (2.958, 3.575, -3.231)
C (1.923, 3.707, -2.317)
C (2.213, 3.755, -0.967)
C (3.523, 3.681, -0.523)
C (4.547, 3.540, -1.443)
S (0.892, 3.876, 0.206)
O (-0.343, 3.710, -0.515)
O (1.089, 5.109, 0.924)
O (1.133, 2.708, 1.155)
H (5.057, 2.824, -4.705)
H (6.230, 2.777, -3.385)
H (5.775, 4.316, -4.106)
H (2.733, 3.524, -4.289)
H (0.891, 3.750, -2.636)
H (3.732, 3.733, 0.536)
H (5.571, 3.464, -1.097)
C (-1.856, -2.419, 1.419)
N (-0.627, -3.167, 1.637)
C (-0.476, -4.204, 2.524)
C (0.811, -4.611, 2.445)
N (1.430, -3.811, 1.511)
C (2.828, -3.871, 1.139)
C (0.545, -2.919, 1.020)
Se (0.838, -1.656, -0.323)
H (-2.700, -3.094, 1.550)
H (-1.850, -2.027, 0.404)
H (-1.912, -1.597, 2.122)
H (-1.296, -4.572, 3.109)
H (1.330, -5.398, 2.956)
H (3.211, -4.857, 1.395)
H (3.393, -3.102, 1.667)
H (2.921, -3.698, 0.069)

Cartesian forces, eV/Å:
-0.22 -0.15 -0.21
-0.07 0.02 -0.16
-0.02 -0.08 -0.08
0.18 0.03 0.30
-0.05 -0.08 -0.10
0.25 0.06 0.09
0.05 -0.04 -0.03
0.00 0.01 0.03
0.08 0.01 0.00
0.01 0.00 0.00
-0.02 -0.02 0.07
0.03 -0.02 0.03
0.00 -0.03 0.00
0.03 -0.07 -0.08
-0.04 -0.04 0.04
-0.02 0.04 0.09
-0.16 0.27 0.00
0.02 -0.01 -0.09
-0.02 -0.10 0.05
0.07 -0.30 -0.16
-0.12 0.21 0.22
0.16 0.00 -0.07
-0.09 -0.08 0.03
0.04 0.06 -0.05
-0.12 -0.06 -0.04
0.25 0.22 0.21
0.03 0.05 -0.18
-0.06 0.13 0.14
0.00 -0.03 0.13
0.00 0.01 0.05
-0.03 0.03 -0.07
-0.10 -0.05 -0.09
-0.01 0.00 0.03
-0.05 0.02 -0.01
0.04 0.01 -0.05
0.07 0.00 0.03
0.00 0.00 -0.03
0.01 0.00 -0.02
0.02 -0.03 0.01
0.00 0.01 0.00
-0.01 -0.06 -0.03
0.00 0.02 0.00
0.01 0.02 0.01
-0.03 0.01 0.01
0.04 -0.03 -0.07
-0.08 -0.10 -0.04
0.04 0.10 0.01
-0.02 -0.02 -0.01
-0.20 0.27 0.22
0.07 0.08 -0.01
0.04 -0.11 0.05
-0.07 -0.33 -0.44
0.00 -0.02 -0.02
0.03 -0.02 0.01
0.01 0.02 -0.01
-0.01 -0.01 -0.03
-0.04 -0.04 -0.02
0.02 -0.02 0.04
0.06 0.00 0.02
-0.14 -0.02 -0.10
0.24 0.05 -0.04
0.12 -0.09 0.00
-0.14 0.01 0.06
-0.15 0.10 -0.04
0.10 0.05 -0.03
-0.21 0.06 0.10
0.20 0.01 0.08
0.06 0.07 -0.01
-0.05 -0.02 0.03
0.00 0.14 0.10
-0.08 -0.03 0.05
0.04 -0.05 0.04
0.02 0.02 0.00
0.01 -0.02 -0.01
0.01 -0.02 0.03

=====

[4]
Density functional theory data (ωB97M-V/def2-TZVPD) for a structure of composition C33H24BrN6O2STc.

The value obtained for the gap between HOMO and LUMO (alpha / beta) is 5.5 / 6.0 eV. The calculated total energy comes out at -130715.2996 eV. For the LUMO energy (alpha / beta), the calculation gives -0.151 / -0.173 Ha. As for the charge: +1. Its spin multiplicity is 4. As for the energy above the lowest of the compared OMol25 structures with the same formula, charge and spin: 374.7 kJ/mol.

Geometry (Å):
Tc (0.337, -0.178, 0.530)
C (3.139, -1.911, -3.895)
C (1.788, -1.917, -4.205)
C (0.828, -1.916, -3.203)
C (1.227, -1.916, -1.873)
C (2.578, -1.909, -1.553)
C (3.527, -1.905, -2.565)
N (0.231, -1.880, -0.782)
C (-1.923, -2.694, 0.273)
C (-2.600, -3.882, 0.525)
C (-3.460, -4.029, 1.605)
C (-3.679, -2.977, 2.477)
C (-3.037, -1.775, 2.247)
C (-2.185, -1.640, 1.162)
N (-1.566, -0.356, 0.971)
N (-2.321, 0.639, 1.167)
C (-1.674, 1.837, 0.864)
C (-2.343, 3.042, 0.991)
C (-1.677, 4.199, 0.646)
C (-0.365, 4.126, 0.183)
C (0.241, 2.894, 0.083)
N (-0.408, 1.766, 0.415)
H (3.882, -1.911, -4.681)
H (1.465, -1.921, -5.238)
H (-0.213, -1.920, -3.485)
H (2.905, -1.886, -0.525)
H (4.577, -1.899, -2.301)
H (-2.462, -4.719, -0.142)
H (-3.955, -4.978, 1.762)
H (-4.343, -3.086, 3.323)
H (-3.184, -0.926, 2.900)
H (-3.364, 3.038, 1.348)
H (-2.171, 5.158, 0.731)
H (0.181, 5.014, -0.101)
H (1.258, 2.777, -0.269)
C (1.828, -3.226, 2.290)
C (1.129, -3.305, 0.968)
C (0.949, -4.487, 0.303)
C (0.191, -4.740, -0.873)
C (-0.727, -3.967, -1.537)
C (-1.437, -4.516, -2.629)
C (-2.418, -3.818, -3.294)
C (-2.648, -2.469, -3.003)
C (-1.932, -1.762, -2.028)
S (-1.957, -0.099, -2.006)
C (-1.088, -2.587, -1.031)
N (0.765, -2.097, 0.489)
H (1.793, -4.182, 2.805)
H (1.369, -2.460, 2.917)
H (2.875, -2.948, 2.141)
H (1.430, -5.344, 0.757)
H (0.308, -5.742, -1.279)
H (-1.200, -5.531, -2.930)
H (-2.966, -4.291, -4.098)
H (-3.338, -1.899, -3.611)
Br (3.971, 2.584, 6.552)
C (4.209, 1.960, 4.795)
C (5.482, 1.937, 4.234)
N (5.722, 1.511, 2.996)
C (4.687, 1.099, 2.272)
C (3.386, 1.085, 2.757)
C (3.135, 1.522, 4.053)
C (2.293, 0.613, 1.895)
O (1.106, 0.444, 2.363)
O (2.475, 0.369, 0.667)
H (6.335, 2.276, 4.809)
H (4.894, 0.764, 1.262)
H (2.131, 1.515, 4.456)

Cartesian forces, eV/Å:
0.68 -0.62 0.29
-0.03 0.00 0.02
-0.01 0.01 0.00
0.01 -0.04 -0.06
-0.18 -0.02 0.19
0.05 0.04 0.01
-0.03 0.00 0.00
0.17 0.05 0.04
0.05 0.07 -0.11
-0.05 -0.05 0.00
0.02 -0.03 -0.02
0.00 -0.01 0.01
0.01 0.02 -0.01
0.10 0.20 -0.03
-0.22 -0.19 -0.10
0.08 0.19 -0.06
-0.08 -0.13 0.04
-0.13 0.06 0.03
-0.02 0.06 0.01
-0.01 0.03 -0.02
-0.09 -0.09 0.01
0.02 0.28 -0.02
-0.01 0.00 0.00
0.01 0.00 0.02
0.11 -0.01 -0.01
-0.02 -0.02 0.02
-0.01 -0.01 0.00
-0.01 0.00 0.02
0.00 0.01 -0.01
0.01 0.00 -0.01
0.00 0.00 0.00
0.03 0.02 0.00
0.01 -0.02 0.00
-0.02 -0.01 0.01
0.01 -0.02 0.01
0.03 0.02 -0.01
-0.05 0.12 -0.07
-0.06 -0.04 -0.02
0.05 -0.08 -0.01
-0.05 -0.07 0.07
-0.03 -0.04 -0.07
0.03 0.04 0.05
-0.07 0.01 0.03
-0.12 -0.13 -0.04
0.03 -0.02 0.00
0.11 0.17 -0.01
-0.06 0.17 -0.07
0.02 0.00 0.01
-0.01 -0.03 -0.01
-0.03 0.00 0.00
-0.03 -0.02 -0.04
0.04 0.02 0.03
0.00 0.03 0.02
0.00 0.03 0.01
0.01 0.00 0.01
0.00 0.02 0.05
0.00 0.00 0.03
0.07 -0.05 -0.15
-0.11 0.03 0.10
0.18 0.05 -0.02
-0.07 -0.03 0.00
-0.05 -0.05 -0.01
-0.21 -0.02 0.03
0.35 0.05 -0.11
-0.40 0.05 -0.08
0.00 0.00 0.00
-0.01 0.01 0.03
0.00 0.01 -0.01

=====

Which value of calculated total energy does entry 4 give?
-130715.2996 eV

=====

What is the calculated total energy in the fourth record?
-130715.2996 eV